Record 1
Entry from the OMol25 dataset: a molecular structure, C15H48B3ClN16O12 in a non-equilibrium geometry (ωB97M-V/def2-TZVPD).

The LUMO energy comes out at -0.006 eV. The value obtained for the HOMO-LUMO gap is 0.3211 hartree. As for the spin multiplicity: 1. The calculation puts the energy at -2914.3826 Eh.

Structure (XYZ):
```
95
Properties=species:S:1:pos:R:3:forces:R:3:mulliken_charge:R:1
C 5.276 -4.977 0.722 0.707 0.882 -0.950 -0.6510
C 6.293 -4.470 -0.356 -0.898 -1.047 0.296 -0.4480
O 5.841 -3.282 -0.986 0.302 0.032 0.476 -0.3475
C 5.913 -2.168 -0.108 -0.273 0.692 -0.210 -0.5982
B 4.586 -1.289 -0.202 -0.139 1.074 -1.271 0.5263
O 4.296 -0.215 0.703 -0.476 -1.916 0.671 -0.5093
B 3.080 -0.572 1.321 -0.426 1.102 0.086 0.4232
Cl 2.976 -0.681 3.126 0.028 0.195 -1.282 -0.3217
O 1.972 -0.878 0.514 1.515 -1.195 0.917 0.0971
B 2.454 -1.921 -0.342 -0.368 0.405 -1.216 0.3926
C 1.839 -3.373 -0.357 -0.231 0.649 0.056 -0.9605
C 0.290 -3.341 -0.585 0.201 -1.545 0.376 0.9398
C -0.533 -3.244 0.727 -0.262 0.866 -0.352 -1.1158
C -0.098 -4.703 -1.272 0.491 1.363 0.270 -1.6974
O 3.567 -1.536 -1.153 0.308 -0.955 2.056 -0.4001
H 5.467 -4.542 1.712 -0.051 -0.453 -0.136 0.2704
H 4.279 -4.646 0.401 0.192 -0.232 0.088 0.0750
H 5.271 -6.066 0.718 0.067 0.265 0.409 0.3508
H 6.296 -5.243 -1.141 0.241 0.431 0.088 0.3480
H 7.313 -4.377 0.059 -0.241 0.147 -0.196 0.2863
H 6.011 -2.455 0.957 0.084 0.007 -0.376 0.3723
H 6.814 -1.577 -0.374 -0.308 -0.025 0.343 0.2951
H 2.071 -3.839 0.625 -0.197 0.081 -0.390 0.3232
H 2.292 -4.013 -1.131 0.139 0.393 0.249 0.2097
H 0.063 -2.538 -1.303 -0.213 -0.095 0.353 0.1899
H -0.905 -2.220 0.909 0.190 -0.535 -0.045 -0.0142
H -1.431 -3.867 0.598 0.217 0.261 0.333 0.4136
H 0.010 -3.552 1.632 -0.001 -0.143 -0.428 0.2330
H 0.133 -5.519 -0.571 -0.124 0.123 -0.329 0.3156
H -1.172 -4.659 -1.491 0.311 -0.338 -0.143 0.4493
H 0.521 -4.778 -2.180 -0.479 -0.385 0.137 0.4467
C -2.896 0.091 0.257 0.189 0.236 -0.305 0.5295
O -2.866 -1.133 0.343 -0.296 0.295 0.103 -0.6102
N -4.037 0.814 0.116 -0.161 -0.326 0.181 -0.1399
N -1.761 0.844 0.302 0.464 0.051 -0.035 -0.0842
H -4.059 1.816 0.045 -0.081 -0.009 0.018 -0.0555
H -4.901 0.307 0.077 -0.071 0.102 -0.128 0.2006
H -0.890 0.356 0.408 0.013 -0.016 0.031 0.0876
H -1.757 1.847 0.238 -0.140 0.036 0.144 0.0943
C 3.177 -7.440 2.835 -0.067 0.211 -0.088 0.6003
O 3.462 -6.551 2.048 -0.270 -0.369 0.289 -0.5452
N 2.294 -7.257 3.857 -0.080 0.107 0.104 -0.3997
N 3.721 -8.690 2.755 0.129 -0.126 -0.078 -0.3904
H 2.045 -7.970 4.514 0.011 -0.028 -0.013 0.1550
H 1.875 -6.349 3.942 -0.013 -0.001 -0.019 0.2132
H 4.375 -8.859 2.014 -0.006 0.003 -0.012 0.2100
H 3.503 -9.434 3.389 -0.030 0.016 0.024 0.1597
C -3.657 3.943 2.670 0.029 -0.042 -0.062 0.6430
O -3.024 3.800 1.636 -0.140 -0.139 -0.135 -0.5551
N -3.557 3.069 3.713 0.063 -0.237 0.021 -0.4083
N -4.511 4.988 2.863 -0.062 0.156 -0.081 -0.4036
H -4.064 3.166 4.572 0.014 0.068 0.014 0.1477
H -2.935 2.289 3.600 0.005 0.007 0.000 0.2263
H -4.604 5.647 2.113 0.019 -0.010 -0.016 0.2233
H -5.041 5.127 3.702 0.010 -0.035 0.024 0.1461
C 2.659 3.512 -0.477 1.056 0.126 -0.297 0.4656
O 3.317 4.031 0.414 -0.214 -0.113 0.019 -0.7167
N 1.793 4.216 -1.267 14.438 -5.507 4.205 -0.3631
N 2.721 2.178 -0.760 0.084 -0.244 0.226 -0.2030
H 1.252 3.802 -1.999 2.472 -2.852 0.408 0.0554
H 1.715 5.195 -1.092 1.807 -0.499 1.118 0.3671
H 3.340 1.616 -0.203 0.030 -0.065 -0.065 0.1938
H 2.188 1.738 -1.486 -0.021 -0.033 0.002 0.1580
C -5.721 3.522 -1.790 0.406 0.081 0.267 0.6113
O -6.137 2.691 -0.992 -0.058 0.076 -0.118 -0.6669
N -6.340 3.761 -2.984 -0.246 -0.083 -0.140 -0.3890
N -4.603 4.263 -1.550 -0.323 -0.270 0.167 -0.1895
H -6.017 4.432 -3.654 0.048 0.030 0.039 0.1449
H -7.163 3.227 -3.189 0.004 -0.012 0.010 0.2353
H -4.124 4.110 -0.677 0.205 0.218 -0.041 0.1534
H -4.232 4.941 -2.187 0.170 0.017 0.063 0.1335
C -4.089 -1.677 4.037 0.204 -0.110 -0.259 0.5283
O -3.383 -2.632 3.763 -0.115 0.103 0.168 -0.6329
N -4.187 -0.574 3.240 0.181 0.183 -0.067 -0.2529
N -4.846 -1.635 5.178 -0.113 -0.040 0.267 -0.3947
H -4.763 0.217 3.458 -0.062 -0.027 -0.007 0.1724
H -3.649 -0.561 2.387 -0.093 -0.255 -0.001 0.1932
H -4.799 -2.429 5.788 0.010 -0.016 -0.019 0.2359
H -5.435 -0.865 5.428 -0.016 0.015 -0.046 0.1479
C -0.925 5.506 -1.881 -0.465 0.437 -0.855 0.4054
O -1.858 5.371 -1.097 -0.247 0.034 -0.072 -0.6917
N -0.998 6.341 -2.972 -1.773 1.661 1.332 -0.2874
N 0.254 4.836 -1.719 -13.691 5.412 -1.878 -0.2380
H -0.256 6.476 -3.625 -0.290 0.174 0.310 0.2655
H -1.856 6.844 -3.100 -0.027 0.221 0.379 0.2110
H 0.316 4.229 -0.930 -2.662 1.068 0.230 0.0990
H 1.031 4.923 -2.338 -2.949 2.493 -1.759 0.5571
C 0.462 4.501 -5.135 0.312 -0.246 -0.384 0.5813
O 0.341 4.944 -3.996 2.143 -2.092 -3.372 -0.7601
N 1.580 3.840 -5.540 0.077 -0.009 0.135 -0.4264
N -0.509 4.635 -6.080 -0.087 0.142 0.214 -0.4119
H 1.705 3.469 -6.463 -0.015 -0.017 -0.033 0.1637
H 2.316 3.727 -4.867 0.031 0.002 -0.049 0.2128
H -1.345 5.118 -5.813 -0.087 -0.018 0.027 0.2287
H -0.430 4.281 -7.013 0.042 -0.037 0.011 0.1648
```
Positions in Å, forces in eV/Å.



Record 2
Entry from the OMol25 dataset: 9 unconnected molecules or ions with the total composition C15H48N6O9 in a non-equilibrium geometry (ωB97M-V/def2-TZVPD).

The LUMO energy comes out at -0.201 eV. The value obtained for the HOMO-LUMO gap is 0.3027 hartree. As for the spin multiplicity: 1. The calculation puts the energy at -1605.8590 Eh. The energy above the lowest of the compared OMol25 structures with the same formula, charge and spin is 546.4 kJ/mol.

Structure (XYZ):
```
78
Properties=species:S:1:pos:R:3:forces:R:3:mulliken_charge:R:1
C -2.713 -2.635 -0.287 -0.706 2.953 0.634 -0.5925
C -2.863 -1.244 -0.941 0.512 -0.338 -0.583 -0.1193
O -2.927 -0.090 -0.104 0.100 -1.008 0.299 -0.5558
H -3.597 -2.800 0.308 0.138 -0.198 0.855 0.4746
H -1.750 -2.685 0.167 0.427 -0.038 1.222 -0.3564
H -2.677 -3.385 -0.988 -0.132 -1.528 -2.119 0.4433
H -3.668 -1.251 -1.647 -1.221 -0.113 -0.172 0.4734
H -2.029 -1.096 -1.604 0.917 -0.200 -0.392 -0.0363
H -2.547 0.613 -0.661 -0.380 0.041 0.549 0.4132
C -2.913 0.881 3.030 0.514 1.607 -0.383 -0.9966
C -1.507 1.540 2.806 -0.548 0.844 2.355 1.2623
O -1.391 2.901 3.261 -0.478 0.399 -0.273 -0.7556
H -2.761 -0.142 2.831 0.052 -1.484 0.030 0.1344
H -3.734 1.179 2.350 0.706 0.346 0.062 0.2790
H -3.302 1.021 4.035 0.309 -0.020 0.238 0.3828
H -1.286 1.611 1.772 0.487 -0.957 -1.122 -0.7619
H -0.736 1.067 3.466 -0.601 -0.722 -1.258 0.0337
H -0.752 3.379 2.677 -0.989 -0.204 0.826 0.3639
C -0.153 -2.091 4.410 -1.039 -0.305 -2.155 -1.5642
C -0.850 -2.506 3.061 1.193 0.260 2.210 0.5880
O -2.229 -2.641 3.296 -1.009 -1.563 -1.427 -0.5892
H -0.238 -2.874 5.116 -0.399 -0.798 0.863 0.4373
H -0.620 -1.191 4.758 -0.172 0.467 0.345 0.3321
H 0.887 -1.935 4.256 0.905 0.395 -0.329 0.3260
H -0.366 -3.371 2.662 0.051 -1.457 0.154 0.4162
H -0.610 -1.821 2.305 -0.018 1.812 -0.915 -0.3173
H -2.580 -3.257 2.589 0.413 1.211 1.306 0.3239
C 2.975 4.219 -1.780 -1.657 1.770 -2.626 -1.5900
C 2.415 2.829 -2.034 2.414 0.767 0.365 1.3362
O 2.078 2.555 -3.362 0.641 0.328 -1.708 -0.6543
H 2.152 5.001 -2.098 1.595 -1.287 0.915 0.2679
H 3.837 4.417 -2.444 -0.337 -0.173 0.108 0.3876
H 3.337 4.391 -0.795 -0.111 -0.002 0.995 0.3516
H 1.605 2.644 -1.379 -0.845 -0.311 0.511 -1.0502
H 3.238 2.163 -1.875 0.325 -0.703 1.130 0.4581
H 2.923 2.290 -3.805 -1.489 0.217 0.333 0.4050
C 1.286 -3.702 0.286 -0.907 0.755 0.472 -0.8852
C 0.517 -4.875 -0.238 -0.060 -1.223 0.165 -0.3192
O -0.188 -4.495 -1.455 -0.031 -1.026 0.247 -0.4845
H 1.904 -3.320 -0.525 0.062 0.341 0.335 0.4143
H 1.954 -3.948 1.142 -0.774 0.079 -0.496 0.4141
H 0.468 -2.983 0.598 1.572 -0.127 -0.177 -0.1431
H -0.206 -5.209 0.521 0.065 -0.050 -0.315 0.2655
H 1.223 -5.683 -0.427 -0.206 -0.293 -0.284 0.4397
H -0.460 -5.246 -2.022 0.360 0.444 0.874 0.2552
C 1.864 3.409 2.178 -0.930 -1.928 -2.176 -1.1499
C 0.785 3.726 1.070 1.642 1.291 1.473 0.1421
O -0.014 4.630 1.787 0.080 0.152 1.488 -0.6175
H 2.498 2.728 1.635 0.600 -0.999 0.415 0.3088
H 1.417 2.935 3.074 0.260 0.252 -0.655 0.2387
H 2.525 4.202 2.430 -0.083 1.209 0.190 0.4085
H 0.133 2.913 0.693 0.961 -0.042 0.177 -0.0839
H 1.180 4.365 0.244 0.228 -1.262 0.175 0.4092
H -0.563 4.971 1.136 -2.214 1.442 -1.490 0.3575
C 1.149 -0.062 0.206 2.810 -2.026 9.108 -0.6958
O 1.235 -0.353 1.553 -0.640 1.058 -6.182 -0.7341
N 0.094 -0.008 -0.508 -6.245 -0.295 -0.061 2.7200
N 2.196 0.137 -0.524 3.816 0.407 2.288 0.3605
H -0.814 -0.287 -0.035 1.417 1.225 -0.601 -1.0557
H 0.157 0.755 -1.195 -0.833 -0.814 -0.027 -0.9605
H 3.056 0.026 -0.008 0.113 0.235 -0.302 0.3669
H 2.204 0.197 -1.499 -0.114 -0.361 -2.047 -0.0302
C 1.537 -1.842 -3.131 0.739 7.175 1.236 0.3110
O 2.073 -0.533 -3.165 -2.014 -5.932 -0.697 -0.7536
N 0.646 -2.114 -2.197 -0.883 -0.301 2.177 0.1553
N 1.724 -2.712 -4.107 1.659 0.401 -1.540 -0.3835
H 0.406 -1.429 -1.433 0.832 -0.144 -1.533 -0.1797
H 0.403 -3.051 -1.819 0.210 0.538 -1.690 0.2812
H 2.432 -2.383 -4.770 -0.403 -0.683 0.354 0.3080
H 1.586 -3.685 -3.940 -0.064 -0.396 -0.091 0.2004
C -1.206 2.347 -2.059 2.334 5.563 1.388 0.4398
O -0.843 3.553 -1.529 -2.726 -6.130 -2.404 -0.6621
N -2.397 1.730 -2.096 -4.864 1.453 1.196 -0.4446
N -0.311 1.549 -2.614 -0.656 -1.307 -1.358 -0.2011
H -3.203 2.319 -1.825 0.902 -0.294 0.126 0.2428
H -2.811 0.955 -2.649 1.659 0.777 0.054 0.2983
H -0.760 0.781 -3.148 1.363 0.701 0.318 0.1984
H 0.510 1.976 -2.957 1.398 0.129 -0.975 0.2970
```
Positions in Å, forces in eV/Å.